Entry 1:
2 unconnected molecules or ions with the total composition C4H11NO. Source: the Open Molecules 2025 dataset; level of theory: wB97M-V/def2-TZVPD.

ORCA input file:
```
! wB97M-V def2-TZVPD RIJCOSX def2/J DEFGRID3
* xyz 0 1
C 1.320 1.839 -0.024
C 1.882 0.445 0.028
N 2.115 -0.143 1.237
O 2.032 -0.194 -0.997
H 0.579 2.135 0.709
H 0.943 1.938 -1.040
H 2.108 2.588 0.012
H 2.310 -1.124 1.235
H 2.429 0.294 2.088
C -2.547 -1.340 -0.085
C -1.396 -0.559 -0.712
H -2.654 -1.293 0.996
H -3.489 -1.068 -0.561
H -2.462 -2.402 -0.304
H -0.913 -1.149 -1.490
H -0.640 -0.381 0.040
H -1.617 0.415 -1.131
*
```

Output
SMILES: CC(N)=O.CC
Orbital gap: 0.3941 hartree
Relative energy (zero: lowest compared OMol25 entry of this formula, charge and spin): 9.3 kcal/mol
Highest occupied orbital energy: -9.9 eV

Entry 2:
A gas-phase ion, C5H11NO2 (charge +1). Source: the Open Molecules 2025 dataset; level of theory: wB97M-V/def2-TZVPD.

ORCA input file:
```
! wB97M-V def2-TZVPD RIJCOSX def2/J DEFGRID3
* xyz 1 2
O -0.768 -0.515 -1.557
C -0.146 0.501 -1.785
O -0.591 1.449 -2.611
C 1.215 0.854 -1.252
C 1.093 1.003 0.264
C 0.658 -0.290 0.956
C -1.349 -1.602 1.637
N -0.792 -0.410 1.061
H -1.557 1.369 -2.733
H 1.537 1.745 -1.766
H 1.953 0.068 -1.415
H 2.079 1.236 0.640
H 0.520 1.878 0.588
H 0.974 -1.159 0.370
H 1.032 -0.276 1.981
H -0.613 -2.344 1.931
H -1.853 -1.262 2.535
H -2.108 -2.017 0.986
H -1.284 -0.227 0.172
*
```

Output
Orbital gap (spin up / spin down): 0.4535 / 0.2770 hartree
Relative energy (zero: lowest compared OMol25 entry of this formula, charge and spin): 2.6 kcal/mol
Highest occupied orbital energy (spin up / spin down): -15.0 / -15.0 eV

Entry 3:
A single C5H4O2 molecule. Source: the Open Molecules 2025 dataset; level of theory: wB97M-V/def2-TZVPD.

ORCA input file:
```
! wB97M-V def2-TZVPD RIJCOSX def2/J DEFGRID3
* xyz 0 1
O -0.743 3.201 -2.770
C -0.461 2.233 -2.135
C -0.070 1.220 -1.463
C -0.207 0.767 0.032
C 0.126 -0.617 -0.431
C 0.177 -0.201 -1.875
O 0.264 -0.671 -2.948
H 0.502 1.239 0.833
H -1.371 0.826 0.142
H -0.724 -1.419 -0.302
H 0.984 -1.077 -0.037
*
```

Output
SMILES: O=C=C1CCC1=O
Orbital gap: 0.3594 hartree
Relative energy (zero: lowest compared OMol25 entry of this formula, charge and spin): 44.8 kcal/mol
Highest occupied orbital energy: -9.5 eV

Entry 4:
A molecular structure, C33H32N3O8PS2Zr. Source: the Open Molecules 2025 dataset; level of theory: wB97M-V/def2-TZVPD.

ORCA input file:
```
! wB97M-V def2-TZVPD RIJCOSX def2/J DEFGRID3
* xyz 0 1
Zr -0.024 -0.818 0.906
O -5.513 1.936 2.277
C -4.511 1.296 2.136
C -4.358 0.037 1.263
O -5.234 -0.516 0.651
C -2.916 -0.266 1.317
C -2.256 0.645 2.126
O -0.955 0.532 2.212
C -3.122 1.667 2.649
O -2.833 2.662 3.302
O -2.211 -1.138 0.688
C 3.057 0.285 4.127
C 2.855 -0.662 5.122
C 1.958 -1.688 4.907
C 1.252 -1.752 3.708
N 1.415 -0.794 2.776
C 2.318 0.175 2.970
C 0.337 -2.844 3.335
C 0.142 -3.963 4.145
C -0.682 -4.986 3.714
C -1.313 -4.895 2.479
C -1.123 -3.773 1.685
C -0.294 -2.730 2.093
H 3.775 1.085 4.239
H 3.406 -0.610 6.052
H 1.809 -2.447 5.659
H 2.440 0.876 2.153
H 0.635 -4.052 5.104
H -0.831 -5.858 4.338
H -1.956 -5.698 2.140
H -1.637 -3.710 0.733
C -2.526 1.041 -1.701
P -1.020 0.023 -1.675
C 0.031 0.845 -2.917
C -1.587 -1.472 -2.551
H -2.820 1.247 -2.732
H -2.356 1.985 -1.188
H -3.337 0.502 -1.211
H -0.544 1.065 -3.818
H 0.865 0.195 -3.177
H 0.417 1.774 -2.496
H -2.062 -1.211 -3.498
H -2.308 -1.988 -1.916
H -0.742 -2.134 -2.728
C 4.824 -1.441 -5.885
C 4.163 -1.597 -4.542
C 3.805 -2.856 -4.063
C 3.190 -3.001 -2.831
C 2.915 -1.868 -2.078
C 3.269 -0.603 -2.526
C 3.894 -0.479 -3.756
S 2.144 -2.069 -0.515
O 0.692 -2.354 -0.704
O 2.840 -3.091 0.199
O 2.145 -0.718 0.125
H 5.190 -2.396 -6.260
H 5.662 -0.747 -5.832
H 4.115 -1.044 -6.615
H 4.025 -3.735 -4.656
H 2.933 -3.979 -2.447
H 3.072 0.261 -1.906
H 4.184 0.503 -4.109
N 0.216 3.053 2.835
C -0.023 3.116 1.510
S 0.974 2.309 0.397
N -1.096 3.867 1.202
C -1.702 4.147 -0.045
C -3.091 4.259 -0.046
C -3.763 4.546 -1.222
C -3.056 4.721 -2.404
C -1.670 4.635 -2.390
C -0.985 4.361 -1.215
H 0.861 2.336 3.114
H -0.593 3.145 3.441
H -1.695 4.076 1.993
H -3.641 4.112 0.878
H -4.843 4.619 -1.214
H -3.580 4.937 -3.326
H -1.109 4.796 -3.302
H 0.093 4.311 -1.204
*
```

Output
Orbital gap: 0.2837 hartree
Relative energy (zero: lowest compared OMol25 entry of this formula, charge and spin): 3.8 kcal/mol
Highest occupied orbital energy: -8.2 eV

Entry 5:
A single C14H17BrF4N2O6S molecule. Source: the Open Molecules 2025 dataset; level of theory: wB97M-V/def2-TZVPD.

ORCA input file:
```
! wB97M-V def2-TZVPD RIJCOSX def2/J DEFGRID3
* xyz 0 1
C -2.936 2.283 -2.062
O -1.537 2.093 -2.109
C -1.109 0.762 -1.963
C -1.211 0.294 -0.529
C -0.287 0.753 0.395
C 0.839 1.689 0.034
C 2.224 1.025 0.096
C 2.612 0.208 -1.161
C 3.855 0.754 -1.896
S 5.380 -0.069 -1.552
O 6.279 0.102 -2.650
O 5.818 0.263 -0.230
O 4.858 -1.577 -1.554
C -0.429 0.366 1.721
N 0.459 0.862 2.707
C -1.491 -0.480 2.104
C -1.495 -0.884 3.598
O -1.986 -0.032 4.343
O -0.952 -1.981 3.780
C -2.382 -0.914 1.169
C -3.532 -1.844 1.549
F -4.702 -1.355 1.054
F -3.668 -1.861 2.882
C -3.325 -3.337 1.125
F -2.174 -3.471 0.416
F -4.346 -3.761 0.353
N -2.214 -0.522 -0.126
Br -3.380 -1.184 -1.436
H -3.449 1.718 -2.845
H -3.122 3.344 -2.216
H -3.355 2.006 -1.088
H -1.599 0.085 -2.662
H -0.055 0.776 -2.231
H 0.680 2.170 -0.929
H 0.822 2.474 0.792
H 2.275 0.370 0.964
H 2.971 1.801 0.264
H 1.803 0.208 -1.889
H 2.799 -0.822 -0.874
H 3.734 0.723 -2.978
H 4.063 1.788 -1.617
H 5.611 -2.144 -1.322
H 1.026 0.094 3.057
H -0.108 1.177 3.492
H -3.260 -3.952 2.023
*
```

Output
Orbital gap: 0.2677 hartree
Highest occupied orbital energy: -8.9 eV

Entry 6:
A molecular structure, C23H22CrN9S2. Source: the Open Molecules 2025 dataset; level of theory: wB97M-V/def2-TZVPD.

ORCA input file:
```
! wB97M-V def2-TZVPD RIJCOSX def2/J DEFGRID3
* xyz 1 5
Cr -0.062 0.156 -0.270
C 0.367 1.406 -5.537
S 0.920 -0.227 -4.974
C 0.580 -0.210 -3.275
S -0.274 1.076 -2.478
N 1.043 -1.227 -2.609
N 0.850 -1.242 -1.304
C 1.468 -2.174 -0.596
C 1.198 -2.200 0.788
C 1.716 -3.176 1.663
C 1.320 -3.186 2.977
C 0.420 -2.210 3.415
C -0.009 -1.251 2.518
N 0.365 -1.220 1.243
H 0.099 1.304 -6.585
H 1.184 2.115 -5.426
H -0.494 1.716 -4.954
H 2.097 -2.902 -1.090
H 2.409 -3.905 1.278
H 1.689 -3.931 3.665
H 0.080 -2.192 4.436
H -0.684 -0.465 2.837
C -3.665 -3.966 1.078
C -2.635 -3.904 0.150
C -2.059 -2.694 -0.188
C -2.534 -1.514 0.397
C -3.590 -1.586 1.322
C -4.142 -2.801 1.659
N -1.980 -0.289 0.084
N -2.771 0.721 0.308
C -2.218 1.929 0.341
C -3.041 3.066 0.485
C -2.464 4.307 0.549
C -1.074 4.406 0.443
C -0.330 3.251 0.311
N -0.856 2.027 0.284
H -4.096 -4.917 1.347
H -2.285 -4.806 -0.325
H -1.275 -2.654 -0.931
H -3.943 -0.667 1.763
H -4.948 -2.841 2.377
H -4.104 2.911 0.540
H -3.069 5.192 0.666
H -0.587 5.367 0.454
H 0.748 3.320 0.222
N 4.900 1.984 -1.381
C 3.949 1.784 -0.460
C 2.747 1.109 -0.765
N 1.794 0.936 0.139
C 2.037 1.402 1.377
C 3.219 2.061 1.667
N 4.160 2.270 0.768
H 4.824 1.622 -2.315
H 5.732 2.474 -1.104
H 2.584 0.736 -1.766
H 1.277 1.258 2.129
H 3.415 2.449 2.655
*
```

Output
Orbital gap (spin up / spin down): 0.1798 / 0.2291 hartree
Relative energy (zero: lowest compared OMol25 entry of this formula, charge and spin): 16.0 kcal/mol
Highest occupied orbital energy (spin up / spin down): -9.1 / -10.7 eV

no.,total energy (Eh)
1,-289.0023
2,-402.0510
3,-343.3210
4,-3227.9053
5,-4476.2035
6,-3223.1500